1.
A cluster of 12 separate species, BF4H22O11 in total at a distorted geometry. Source: OMol25; level of theory: ωB97M-V/def2-TZVPD.

Its net charge is -1. For the gap between HOMO and LUMO, the calculation gives 10.14 eV. The strongest force on any atom comes out at 4.2 eV/Å. The HOMO energy comes out at -7.48 eV.

```
38
Properties=species:S:1:pos:R:3:lowdin_charge:R:1
B 23.96900 -21.47700 0.37400 -1.35
F 23.95700 -22.84900 0.38000 0.17
F 24.91300 -20.98600 1.23400 0.17
F 24.11200 -20.96100 -0.93100 0.10
F 22.77000 -21.00400 0.83000 0.17
O 25.19300 -20.47700 3.83600 -0.05
H 25.77700 -19.81200 3.50200 0.01
H 25.11500 -20.88900 2.96400 0.00
O 20.61200 -22.33000 1.91000 -0.02
H 19.84600 -22.15100 2.43200 0.07
H 21.32800 -22.06800 2.44200 0.00
O 23.26700 -18.35400 -1.11000 -0.04
H 23.19700 -19.30000 -1.27200 0.00
H 22.44400 -17.93400 -1.38800 0.04
O 22.65000 -18.91400 2.95700 -0.04
H 23.16400 -19.42200 2.40000 -0.06
H 22.22300 -19.54300 3.59000 0.06
O 22.90800 -23.11400 3.09300 0.01
H 23.48400 -22.72800 3.74900 0.05
H 23.18700 -22.84100 2.28100 -0.05
O 21.80100 -19.83000 -3.25200 -0.09
H 21.22100 -19.49300 -2.58200 -0.01
H 22.01800 -20.72900 -2.87500 -0.01
O 24.87500 -17.53800 1.29700 -0.07
H 25.53800 -17.99100 1.85600 0.03
H 24.42700 -18.19000 0.73800 0.00
O 26.25900 -19.73000 -1.97100 -0.04
H 25.69800 -20.33300 -1.43800 0.02
H 26.32400 -20.09600 -2.81900 -0.01
O 21.18300 -24.17400 0.17300 -0.04
H 20.85300 -23.74300 0.96800 -0.01
H 22.07200 -24.13200 0.39300 -0.03
O 20.39900 -20.54400 -0.46700 -0.03
H 20.88400 -21.12400 0.09600 -0.02
H 20.06300 -21.18000 -1.07800 0.02
O 22.46700 -22.29100 -2.61200 -0.03
H 22.15000 -23.17000 -2.83700 0.07
H 22.94200 -22.24800 -1.78500 0.02
```

2.
A structure of composition C40H30BrCuN2O2PTe at a distorted geometry. Source: OMol25; level of theory: ωB97M-V/def2-TZVPD.

Its net charge is -1. For the gap between HOMO and LUMO, the calculation gives 4.46 eV. The strongest force on any atom comes out at 2.6 eV/Å. The HOMO energy comes out at -2.84 eV.

```
78
Properties=species:S:1:pos:R:3:lowdin_charge:R:1
Cu 0.12232 1.56142 -1.09250 0.14
Br 4.14712 6.15472 -5.29450 0.65
C 2.89312 4.97522 -4.46250 -0.71
C 1.52662 5.17872 -4.65980 -0.13
C 0.63542 4.34022 -4.04410 0.00
C 1.05102 3.25232 -3.23510 -0.34
O 0.16082 2.46572 -2.76220 -0.35
C 2.46192 3.10592 -3.01110 -0.14
C 2.98092 2.21742 -2.03570 -0.05
N 2.23912 1.45932 -1.29950 0.08
C 2.68062 0.67422 -0.27910 -0.21
C 3.77462 -0.11608 -0.26050 0.03
C 3.98362 -1.21308 0.73480 -0.17
C 3.01802 -1.45748 2.72040 -0.08
C 1.85312 -0.45098 2.73360 -0.24
C 0.63912 -0.30228 3.55540 0.01
C -0.35508 0.43982 2.97680 -0.09
C -0.40198 1.10352 1.70690 -0.13
N 0.48052 1.29062 0.73190 0.04
C 1.72932 0.59172 0.85900 -0.31
C 3.35732 3.97122 -3.65920 -0.11
H 1.18262 5.99212 -5.28250 0.09
H -0.42968 4.47102 -4.17200 0.11
H 4.05592 2.28672 -1.82980 0.13
H 4.45972 -0.08378 -1.09640 0.11
H 4.65522 -1.95568 0.29460 0.14
H 3.05582 -2.18088 3.53420 0.14
H 0.55062 -0.73158 4.54240 0.11
H -1.26258 0.57872 3.55160 0.11
H -1.31318 1.66892 1.54180 0.12
H 4.41772 3.83872 -3.49370 0.10
Te -2.36248 2.13332 -2.12840 0.91
C -4.39378 1.65412 -1.59980 -0.67
C -4.91948 0.38152 -1.79730 -0.22
C -6.27028 0.12012 -1.66620 -0.13
C -7.14568 1.14072 -1.33270 -0.13
C -6.64388 2.41422 -1.11700 -0.13
C -5.29058 2.65782 -1.24840 -0.19
H -4.24968 -0.42108 -2.07380 0.08
H -6.64948 -0.88118 -1.83690 0.09
H -8.20748 0.94772 -1.24950 0.08
H -7.31948 3.22012 -0.85450 0.09
H -4.91428 3.66022 -1.09660 0.07
O -0.08848 -0.83568 -0.92270 -0.30
P -0.00878 -1.49038 0.39350 0.87
C -1.60198 -1.43678 1.27570 -0.27
C -2.62198 -0.78218 0.59600 -0.07
C -3.87628 -0.66818 1.16490 -0.04
C -4.12928 -1.24278 2.40070 -0.07
C -3.11748 -1.90838 3.07380 -0.09
C -1.85388 -2.00268 2.52240 -0.12
C 1.49292 -0.87588 1.27900 -0.22
C 2.67842 -1.83388 1.27020 -0.13
C 4.39352 -0.91258 2.22530 -0.18
C 4.70442 0.50432 2.49770 -0.05
C 3.71192 1.37822 2.44650 -0.02
C 2.30552 0.96302 2.26240 -0.11
C 0.28882 -3.28458 0.09600 -0.25
C 0.09042 -4.30838 1.01330 -0.08
C 0.27582 -5.62648 0.63500 -0.09
C 0.67092 -5.93618 -0.65620 -0.09
C 0.87322 -4.91978 -1.57530 -0.08
C 0.67622 -3.60358 -1.20060 -0.07
H -2.40288 -0.33498 -0.36540 0.05
H -4.65508 -0.13748 0.64000 0.09
H -5.11238 -1.16718 2.84310 0.10
H -3.31338 -2.34998 4.04150 0.10
H -1.05598 -2.46398 3.08550 0.09
H 2.47432 -2.86018 0.96960 0.13
H 5.20472 -1.57158 2.53950 0.14
H 5.72912 0.79502 2.67530 0.10
H 3.87722 2.43342 2.61470 0.11
H 1.67932 1.74422 2.69800 0.14
H -0.20068 -4.07998 2.02620 0.09
H 0.11012 -6.41448 1.35650 0.10
H 0.81782 -6.96868 -0.94230 0.10
H 1.18102 -5.15538 -2.58430 0.10
H 0.81912 -2.79978 -1.90790 0.11
```